198
Properties=species:S:1:pos:R:3:forces:R:3:mulliken_charge:R:1 method="wB97M-V/def2-TZVPD" orbital_gap_ha=0.249 fmax_ev_per_a=10.033 homo_energy_ev=-18.86 total_charge=+6 lumo_ha=-0.444
C -7.043653 -6.676433 3.535837 1.88 -0.52 1.09 -1.4365
C -8.186751 -5.854669 3.001406 -0.10 0.15 0.58 1.0365
C -8.745971 -4.950747 4.124184 -0.78 -1.99 -0.20 -1.0812
C -7.861784 -3.800076 4.524684 -1.53 -0.91 -0.23 -0.8821
C -7.650160 -2.911265 3.327048 0.63 1.12 1.55 -1.0493
C -6.981216 -3.567066 2.177635 0.81 -0.72 -0.82 1.9925
N -7.518531 -4.944417 1.903135 -1.65 -1.72 2.20 0.7714
O -7.382299 -5.509995 0.895425 0.58 0.58 -1.67 -0.3317
C -5.503092 -3.895213 2.427246 0.99 0.46 1.11 -1.8861
C -7.182840 -2.780765 0.927308 1.45 2.20 -1.17 -1.7022
C -9.263461 -6.734526 2.345992 0.26 0.43 -0.04 -1.5440
H -7.352720 -7.512162 4.218373 -0.23 0.61 -1.05 0.4194
H -6.425278 -6.065491 4.228978 -0.17 -0.22 -0.59 0.2974
H -6.365801 -7.056355 2.736432 -0.63 0.00 0.56 0.3293
H -9.088786 -5.645531 4.946301 0.79 0.72 -0.58 0.4458
H -9.692560 -4.585438 3.757301 -0.41 0.55 -0.15 0.4651
H -6.953375 -4.091714 4.997065 0.97 -0.41 0.03 0.3862
H -8.408351 -3.379481 5.338554 -0.31 1.18 0.36 0.4976
H -6.950814 -2.152488 3.731895 -0.30 0.11 -0.85 0.2719
H -8.513984 -2.401122 2.907744 -0.44 -0.01 0.64 0.5395
H -4.835221 -3.032128 2.297759 -0.56 -0.02 -0.66 0.2776
H -5.166690 -4.740639 1.833216 0.17 0.09 -0.09 0.6127
H -5.299510 -4.081433 3.494256 -0.39 -0.44 -0.34 0.2261
H -8.237925 -2.616631 0.605109 0.79 -0.67 0.11 0.4423
H -6.461259 -3.152322 0.141756 -1.26 0.45 0.44 0.3838
H -6.816866 -1.728556 1.196921 -0.35 -1.34 -0.41 0.3556
H -10.011765 -6.024632 1.929718 0.03 -1.03 0.21 0.4324
H -9.625067 -7.363638 3.171508 -0.45 0.51 -0.20 0.4018
H -8.912361 -7.483398 1.607450 0.03 0.86 0.20 0.3678
C -2.887683 4.205390 -1.957045 -1.65 0.10 0.20 -1.6546
C -3.824020 3.053033 -2.439387 -0.10 0.61 0.18 1.8340
C -4.231357 2.110511 -1.328783 -0.39 -0.35 -0.32 -1.1784
C -5.432118 1.173068 -1.720563 1.54 0.56 -0.14 -0.5862
C -6.511863 1.751140 -2.631023 0.56 0.44 -0.13 -1.4037
C -6.535169 3.282295 -2.649545 -0.88 1.35 -0.89 1.1423
N -5.146284 3.715882 -2.958891 2.05 3.88 -4.84 0.8308
O -4.942785 4.599819 -3.852209 -1.30 -3.80 4.23 -0.3591
C -6.785692 3.870915 -1.271863 -0.14 0.38 1.96 -1.3883
C -7.553187 3.936343 -3.665404 0.58 -1.06 0.02 -1.6154
C -3.294306 2.362586 -3.694223 -0.97 -1.01 -0.44 -1.6789
H -3.360315 4.579545 -1.019470 0.51 0.18 -0.65 0.3785
H -2.836733 4.984100 -2.732778 0.06 -0.20 0.45 0.4873
H -1.885442 3.871290 -1.719998 0.09 -0.43 -0.16 0.3517
H -4.458490 2.660460 -0.401639 0.30 -0.23 -0.40 0.3936
H -3.371242 1.466375 -1.128248 -0.07 0.02 0.11 0.1728
H -5.734127 0.845312 -0.756924 -0.89 -0.62 0.60 0.4786
H -4.986638 0.345700 -2.255312 0.00 -0.46 0.12 0.2900
H -7.503960 1.420013 -2.382292 -0.46 -0.09 0.33 0.5440
H -6.341369 1.389705 -3.642317 -0.03 0.13 -0.20 0.4289
H -6.072490 3.472472 -0.535439 -0.48 0.05 -0.21 0.2631
H -7.798639 3.552098 -0.921051 0.75 0.40 -0.43 0.4223
H -6.674091 4.981220 -1.169568 -0.40 -0.88 -0.61 0.3717
H -7.577010 3.389055 -4.632190 0.31 0.51 0.49 0.4006
H -7.414244 5.013895 -3.810937 0.18 -0.40 0.05 0.4244
H -8.538919 3.795615 -3.235217 -0.12 -0.03 0.19 0.4169
H -2.930094 3.047689 -4.433703 0.79 0.52 0.01 0.4713
H -4.081161 1.863884 -4.267057 -0.37 -0.08 0.32 0.4242
H -2.638964 1.526186 -3.457639 0.46 0.39 0.22 0.3564
C 4.456773 -0.745192 -10.474426 0.56 0.20 -0.32 -1.6449
C 3.628404 -1.071653 -9.235715 -0.70 1.20 -0.08 1.2489
C 4.141139 -2.134171 -8.369974 1.41 -2.33 1.53 -0.9116
C 3.762983 -2.049631 -6.895019 -1.14 1.27 -0.16 -0.8652
C 4.322114 -0.783056 -6.261924 1.06 0.50 -0.46 -1.0733
C 3.866244 0.493267 -7.041963 -0.19 -0.44 3.53 1.0196
N 3.636739 0.243013 -8.381714 -3.06 6.04 -7.41 0.9190
O 3.237359 1.301651 -9.150181 2.50 -5.86 4.93 -0.2896
C 4.777364 1.690420 -6.769096 0.38 0.96 -0.19 -1.6003
C 2.469648 0.740558 -6.349965 -0.96 -0.09 -0.93 -1.5948
C 2.174030 -1.331930 -9.543391 -1.01 -0.97 -0.17 -1.7261
H 5.475217 -0.401455 -10.218376 -0.28 -0.55 0.07 0.3906
H 4.021045 0.112867 -10.982632 -0.22 -0.35 -0.27 0.4620
H 4.515200 -1.626398 -11.150882 -0.11 0.58 0.55 0.3799
H 5.228187 -2.196954 -8.443329 0.15 0.18 0.05 0.2857
H 3.819904 -3.153448 -8.629766 -0.13 0.55 -0.78 0.4994
H 4.028013 -2.940913 -6.407421 1.08 -1.04 0.75 0.4798
H 2.662197 -2.125427 -6.771094 0.32 0.53 -0.25 0.3103
H 5.416961 -0.738420 -6.218304 0.02 -0.56 -0.44 0.4323
H 4.069593 -0.598321 -5.220470 -0.45 -0.27 0.00 0.5352
H 5.788636 1.556153 -7.172819 -0.33 -0.07 -0.27 0.4296
H 4.938373 1.811457 -5.686050 -0.43 -0.25 -0.32 0.3616
H 4.337360 2.628427 -7.158588 0.30 -0.55 0.15 0.4202
H 2.009359 -0.253975 -6.247614 -0.22 0.63 -0.05 0.3145
H 1.795669 1.452560 -6.857142 0.48 -0.39 -0.12 0.3620
H 2.665841 1.127145 -5.371328 0.29 0.15 0.53 0.5574
H 1.513388 -1.395142 -8.711512 -0.08 0.16 1.47 0.3954
H 2.074217 -2.352035 -9.905027 0.38 -0.04 -0.56 0.4607
H 1.606718 -0.692594 -10.178931 0.42 0.84 -0.98 0.4405
C -0.534406 -9.445010 -4.372157 -0.24 -0.43 0.66 -0.8588
N -0.516735 -8.543921 -3.174619 0.32 0.01 -0.64 -0.0127
C -0.520742 -9.188771 -1.985699 0.31 1.10 -0.35 -0.5207
C -0.320063 -8.436317 -0.868084 -0.43 -0.35 1.26 -0.4940
C -0.211644 -7.034397 -0.907676 0.34 -1.70 -0.78 0.0845
C -0.221035 -6.391558 -2.121203 -0.30 0.34 -1.30 -0.1915
C -0.379559 -7.196164 -3.261967 0.26 -0.19 0.76 -0.3518
C 0.050443 -6.330249 0.317348 0.10 1.69 1.18 0.8859
C -0.949613 -5.643670 0.967010 -0.97 1.15 0.89 -0.5048
C -0.693943 -4.861079 2.100766 -1.58 0.03 -0.57 -0.3032
N 0.505571 -4.844113 2.635038 0.81 -0.38 0.01 0.2370
C 1.506594 -5.486149 2.020594 0.43 -0.53 -0.72 -0.5004
C 1.328969 -6.158205 0.825727 0.61 -0.23 0.36 -0.4051
C 0.721928 -4.241168 3.943670 1.51 1.52 -0.27 -0.7953
H -0.723348 -8.887279 -5.265922 -0.40 0.26 -0.35 0.3162
H -1.276432 -10.231760 -4.160443 0.08 0.54 -0.44 0.3369
H 0.420665 -9.952043 -4.480121 0.23 0.21 0.19 0.3782
H -0.620762 -10.264948 -1.980745 -0.03 0.05 -0.08 0.4809
H -0.303379 -8.985270 0.082073 0.07 0.45 -0.31 0.4930
H -0.100483 -5.285357 -2.232365 -0.14 -1.05 0.22 0.3707
H -0.321943 -6.726057 -4.231470 -0.18 -0.38 -0.25 0.4315
H -1.965763 -5.591763 0.603987 0.03 -0.21 -0.21 0.5159
H -1.437982 -4.221901 2.614163 0.28 -0.61 -0.55 0.4197
H 2.464443 -5.504051 2.501134 0.26 0.29 0.21 0.4943
H 2.201086 -6.566051 0.314444 -0.23 -0.01 0.28 0.5471
H 1.686304 -3.702441 3.951195 -0.30 -0.31 -0.30 0.3417
H 0.833014 -5.017058 4.654501 -0.44 -0.70 0.91 0.3910
H -0.001053 -3.463439 4.144047 -0.51 -0.29 0.14 0.1913
C 5.298019 -0.193339 1.301131 -0.41 1.08 -0.02 -1.0972
N 6.221988 0.863235 1.788470 -0.26 0.41 0.20 0.2311
C 6.164293 1.298270 3.057438 1.16 0.48 -0.40 -0.0780
C 7.094122 2.188050 3.544519 0.43 0.68 0.63 -0.6508
C 8.091053 2.703313 2.706456 0.41 1.05 -0.55 1.3014
C 7.990199 2.393023 1.355030 0.55 0.27 -0.03 -0.5702
C 7.076142 1.459852 0.943088 0.43 -0.03 0.19 -0.5715
C 9.240311 3.636621 3.089160 -0.19 -0.22 -0.90 1.1402
C 10.083940 4.248812 2.107315 -1.95 -1.77 -0.80 -0.5076
C 11.191885 4.917562 2.445444 1.45 1.42 -1.45 -0.6591
N 11.550949 5.079623 3.709235 0.47 0.12 1.45 0.0526
C 10.762537 4.585516 4.656742 -0.15 -0.83 1.18 -0.1501
C 9.598292 3.849823 4.392487 0.77 0.30 0.59 -0.7559
C 12.834222 5.744245 4.088276 0.73 0.99 0.48 -0.7735
H 4.739222 0.256465 0.475971 0.00 -0.28 0.09 0.3598
H 4.610396 -0.493218 2.094469 0.24 0.17 -0.10 0.2977
H 5.895200 -1.016445 0.984411 0.33 -0.67 -0.29 0.4097
H 5.429501 0.918656 3.707078 -0.88 -0.59 0.39 0.4668
H 6.989898 2.502609 4.592406 0.18 -0.24 -0.56 0.3369
H 8.671253 2.860141 0.612970 -0.85 -0.77 0.57 0.1528
H 7.150302 1.147366 -0.065578 -0.62 -0.50 -0.80 0.4794
H 9.927921 4.078513 1.032315 0.00 0.42 0.73 0.3500
H 11.845482 5.399518 1.700269 -0.37 -0.46 0.37 0.4617
H 11.141507 4.649968 5.676064 -0.20 0.21 -0.24 0.3423
H 9.092683 3.377182 5.231130 0.05 0.26 -0.15 0.3471
H 12.966718 5.709287 5.200462 -0.22 -0.08 -1.13 0.2595
H 12.836829 6.812081 3.772845 -0.39 -0.72 0.23 0.3722
H 13.719699 5.303234 3.594810 -0.74 -0.27 0.20 0.3677
C -0.248581 1.438518 1.189665 0.50 0.00 0.62 -0.6685
N -0.178603 2.585043 2.146572 -0.78 -0.17 -1.03 0.9826
C -0.463527 3.854398 1.705214 0.64 0.11 1.33 -0.4478
C -0.151740 4.938384 2.509499 0.44 -1.15 0.70 -0.6512
C 0.402145 4.740178 3.824654 -1.41 -0.76 -1.00 1.1991
C 0.488798 3.427454 4.277744 -0.30 -0.47 -2.55 -1.1018
C 0.224356 2.324765 3.368531 0.85 2.11 2.53 -0.2026
C 0.617399 5.870289 4.769133 0.24 1.18 0.53 -0.0258
C 1.590179 6.866251 4.556664 0.28 -1.58 -2.05 -0.4797
C 1.825869 7.857193 5.445875 0.11 -0.02 -0.58 -0.5192
N 1.054703 7.976128 6.523997 -0.60 0.58 -0.27 0.0031
C 0.041918 7.136486 6.727503 -0.22 -0.58 0.04 -0.2173
C -0.189111 6.051582 5.901663 0.30 -0.24 -0.87 -0.7248
C 1.239565 9.160055 7.331352 -0.54 2.03 0.06 -0.9385
H -1.045407 1.579749 0.471851 -0.06 0.10 -0.07 -0.1105
H -0.412869 0.533891 1.775678 -0.10 0.14 -0.24 0.0647
H 0.746591 1.415795 0.750902 -0.31 -0.21 -0.30 0.2869
H -0.962892 3.955976 0.747231 0.32 -0.15 0.10 0.5242
H -0.365551 5.915299 2.147573 -0.08 0.63 -0.20 0.6220
H 0.842000 3.266092 5.255004 0.25 -0.59 1.04 0.7244
H 0.386568 1.304043 3.729918 -0.22 0.29 -0.63 0.5533
H 2.170727 6.845939 3.616339 -0.06 -0.07 0.69 0.3969
H 2.587445 8.582944 5.226316 0.10 0.34 0.38 0.5268
H -0.580444 7.352969 7.565950 -0.32 0.06 0.45 0.4354
H -1.037243 5.396607 6.030652 -0.06 0.04 0.47 0.5662
H 0.585423 9.274013 8.157712 -0.69 -0.92 0.96 0.3414
H 1.024665 10.137438 6.849320 0.31 -0.92 -0.73 0.3840
H 2.230847 9.184729 7.671894 1.38 0.02 0.54 0.3947
N -0.427923 -1.783432 -0.388348 1.48 2.81 2.32 0.0752
S -1.783548 -2.218010 -0.837421 -2.94 0.34 -1.27 0.6596
O -1.740821 -3.574338 -1.170433 -0.63 -2.98 -1.00 -0.4308
O -2.438077 -1.314698 -1.742516 0.10 -0.05 0.91 -0.6093
F -2.658496 -2.255082 0.498161 0.73 0.81 -0.29 -0.0904
S 0.891662 -1.989660 -1.111936 1.85 -1.64 -1.15 0.8018
O 1.399001 -0.845429 -1.863307 -0.65 -1.80 1.65 -0.5192
O 0.979609 -3.331042 -1.648170 0.07 0.97 -0.97 -0.5491
F 1.842941 -2.264210 0.162486 0.00 1.39 -0.02 -0.2651
N 3.004884 4.545951 0.577123 -1.39 -0.30 0.00 -0.3130
S 3.072333 3.009504 0.226113 3.27 0.93 -0.37 1.1362
O 2.825702 2.171583 1.334306 -0.76 -1.11 1.48 -0.4788
O 4.232937 2.702402 -0.551551 -0.59 -0.48 -0.37 -0.5837
F 1.849444 2.870710 -0.660442 -1.31 0.17 -1.02 -0.2199
S 4.270298 5.127659 1.215841 3.76 2.99 2.08 0.8787
O 5.366640 4.256743 1.514287 -0.21 -1.69 0.21 -0.4331
O 4.086373 6.090540 2.307844 -1.29 -0.96 -2.11 -0.5988
F 4.973934 5.934233 0.018818 -1.29 0.14 0.42 -0.2943
N -2.464054 0.294050 2.963106 2.21 -0.90 0.33 -0.0745
S -2.247677 -1.061312 3.736497 0.96 -0.80 -0.92 1.0046
O -0.849916 -1.477676 3.590096 -1.56 0.97 0.34 -0.6477
O -3.242008 -2.054612 3.489293 -0.01 -0.10 -0.18 -0.5359
F -2.452455 -0.737798 5.240499 0.37 0.46 0.14 -0.2520
S -3.846110 0.903153 2.714176 -4.42 0.88 2.65 0.8188
O -4.611645 1.045197 3.977157 1.79 0.12 -3.00 -0.6743
O -4.575279 0.396250 1.577900 0.97 0.61 0.32 -0.3784
F -3.367933 2.413201 2.273569 -0.17 -1.23 0.23 -0.2946